{
  "formula": "C33H28IKN3O3P",
  "method": "ωB97M-V/def2-TZVPD",
  "molar_mass_g_mol": 711.58,
  "lumo_energy_ev": 0.0231,
  "largest_force_ev_per_a": 3.031,
  "total_charge": 0,
  "gap_ev": 7.685,
  "e_above_lowest_ev": 0.183,
  "homo_energy_ev": -7.66,
  "elements": ["K", "C", "C", "N", "C", "C", "C", "O", "C", "C", "N", "C", "C", "C", "C", "C", "C", "I", "C", "O", "H", "H", "H", "H", "H", "H", "H", "H", "H", "H", "H", "H", "O", "N", "C", "C", "C", "C", "C", "C", "C", "P", "C", "C", "C", "C", "C", "C", "C", "C", "C", "C", "C", "C", "H", "H", "H", "H", "H", "H", "H", "H", "H", "H", "H", "H", "H", "H", "H", "H"],
  "positions_angstrom": [[-0.382, 0.805, -1.578], [-4.640, 0.633, -0.470], [-3.974, 1.963, -0.316], [-4.725, 3.036, -0.353], [-4.152, 4.227, -0.203], [-2.801, 4.401, 0.017], [-2.216, 5.789, 0.104], [-1.625, 6.102, 1.351], [-1.970, 3.266, 0.058], [-0.576, 3.470, 0.380], [0.432, 3.027, -0.279], [1.684, 3.541, 0.026], [1.840, 4.874, 0.442], [3.081, 5.428, 0.668], [4.223, 4.661, 0.507], [4.102, 3.346, 0.101], [2.856, 2.810, -0.170], [2.859, 0.828, -0.925], [-2.555, 1.986, -0.139], [-1.880, 0.895, -0.078], [-5.702, 0.720, -0.266], [-4.185, -0.073, 0.223], [-4.507, 0.261, -1.487], [-4.813, 5.080, -0.277], [-2.999, 6.520, -0.146], [-1.408, 5.889, -0.630], [-2.293, 5.998, 2.039], [-0.416, 4.123, 1.245], [0.962, 5.487, 0.571], [3.153, 6.460, 0.979], [5.202, 5.080, 0.682], [4.985, 2.731, -0.008], [-0.627, 1.216, 2.229], [0.285, 0.260, 2.458], [0.618, -0.556, 1.546], [1.595, -1.585, 1.842], [2.112, -1.654, 3.144], [3.036, -2.606, 3.502], [3.509, -3.501, 2.552], [3.035, -3.423, 1.263], [2.041, -2.510, 0.893], [1.744, -2.717, -0.909], [0.137, -2.074, -1.555], [0.226, -1.712, -2.900], [-0.906, -1.419, -3.637], [-2.153, -1.500, -3.040], [-2.254, -1.850, -1.702], [-1.120, -2.132, -0.963], [1.113, -4.451, -0.775], [0.170, -4.810, 0.185], [-0.312, -6.103, 0.240], [0.169, -7.066, -0.631], [1.131, -6.724, -1.564], [1.595, -5.421, -1.644], [-1.074, 1.094, 1.336], [0.197, -0.512, 0.535], [1.764, -0.921, 3.856], [3.405, -2.650, 4.514], [4.253, -4.239, 2.815], [3.432, -4.093, 0.510], [1.197, -1.695, -3.380], [-0.817, -1.183, -4.690], [-3.046, -1.329, -3.624], [-3.219, -1.941, -1.230], [-1.228, -2.396, 0.077], [-0.175, -4.077, 0.902], [-1.060, -6.364, 0.974], [-0.201, -8.080, -0.580], [1.524, -7.474, -2.231], [2.342, -5.162, -2.382]]
}